# 1
# C4H13N2

A 2-piece molecular cluster, C4H13N2 overall (ωB97M-V with the def2-TZVPD basis set, the Open Molecules 2025 dataset).

Summary:
ΔE to the lowest compared entry with this formula, charge and spin = 67.1 kcal/mol
charge = +1
Kohn-Sham gap = 0.3371 Eh

```
19
Properties=species:S:1:pos:R:3:forces:R:3:lowdin_charge:R:1
C -0.72248 -1.19185 -1.58615 -1.7829 -1.3800 2.5095 0.02
C 0.63345 -1.75042 0.63454 -1.3490 -0.3968 -1.3489 -0.02
C -1.14261 -0.02202 0.71127 -5.6355 5.1970 0.5493 -0.03
C -0.29243 -0.66868 -0.11141 5.9066 -2.9024 -2.8483 -0.40
N 1.41405 1.67767 0.18255 1.7863 -1.0883 -1.0374 0.02
N -1.75842 1.15799 0.29038 1.3908 -2.1405 1.9570 0.21
H -1.32475 -0.36290 -1.90012 0.5424 0.4368 -1.6909 0.06
H 0.12112 -1.72941 -2.05289 -0.2636 1.4288 -0.2675 0.10
H -1.49616 -2.00096 -1.50702 0.6141 0.4772 0.4180 0.10
H 1.10345 -2.47139 -0.07807 -0.9163 0.4289 0.2968 0.09
H 1.50626 -1.26101 0.99356 0.4700 0.4460 1.1266 0.05
H 0.04534 -2.31830 1.38797 0.7148 0.4249 -0.3033 0.10
H 0.46378 0.17185 -0.47169 -1.5516 -1.0733 0.6327 0.14
H -1.52897 -0.32478 1.69004 0.3865 -0.3679 -0.2509 0.16
H 1.60025 0.89490 0.84630 -0.1208 1.5918 0.0308 0.04
H 1.46193 2.60424 0.56610 -0.1659 0.1503 0.9317 0.04
H -2.40036 1.76843 0.81641 0.3460 -1.2033 0.3059 0.15
H -1.27382 1.72515 -0.36371 0.5977 0.0470 -1.2709 0.10
H 2.28478 1.66441 -0.39610 -0.9693 -0.0763 0.2597 0.07
```
Positions in Å, forces in eV/Å.

# 2
# C4H13N2

A 2-piece molecular cluster, C4H13N2 overall (ωB97M-V with the def2-TZVPD basis set, the Open Molecules 2025 dataset).

Summary:
ΔE to the lowest compared entry with this formula, charge and spin = 49.5 kcal/mol
charge = +1
Kohn-Sham gap = 0.3666 Eh

```
19
Properties=species:S:1:pos:R:3:forces:R:3:lowdin_charge:R:1
C 2.73953 0.30729 -0.08985 1.8293 -1.8775 1.2100 -0.17
N 3.57230 0.29130 0.89438 -1.5224 0.5574 -0.9785 0.05
H 2.19953 1.18107 -0.44479 0.3339 0.4341 0.3804 0.05
H 2.58660 -0.62355 -0.67765 -0.1370 0.3354 0.0484 0.06
H 3.98609 -0.62895 1.13383 -0.4108 0.5608 -0.6779 0.07
C -2.13182 1.05969 -0.75572 0.5591 -0.0456 -0.9830 -0.04
C -1.35260 0.11615 0.14060 1.2046 1.2979 0.9835 -0.42
C -2.06438 -1.00250 0.86578 -1.3383 0.1283 -0.1897 -0.04
N -0.32538 -0.50580 -0.75050 1.3779 -0.0879 -1.5657 0.17
H -1.48484 1.90574 -1.14404 -0.6047 -1.0325 0.4512 0.11
H -2.48980 0.45820 -1.63704 -0.1372 0.8008 0.7653 0.11
H -2.93475 1.51869 -0.20413 -0.4802 0.0036 -0.0397 0.09
H -0.74305 0.69132 0.89416 -0.6014 -0.3933 -0.7250 0.17
H -2.57348 -1.65756 0.13895 0.0143 0.1664 0.2447 0.10
H -2.85442 -0.55835 1.52088 0.7127 -0.4447 -0.4567 0.12
H -1.40380 -1.62985 1.46697 0.0570 0.2388 0.0385 0.09
H 0.25891 0.13925 -1.34930 -0.7997 -0.2719 1.0975 0.17
H 0.33246 -1.06355 -0.21205 0.1577 -0.2088 0.0744 0.14
H -0.75226 -1.11482 -1.45781 -0.2146 -0.1612 0.3223 0.17
```
Positions in Å, forces in eV/Å.